(1)
80
Properties=species:S:1:pos:R:3 method="wB97M-V/def2-TZVPD" lumo_energy_ev=-1.902 e_homo_ev=-4.778 multiplicity=1
C 4.490 -0.598 1.205
C 5.642 -1.512 1.616
C 6.443 -2.141 0.430
C 5.771 -2.069 -0.940
C 4.456 -2.859 -1.063
C 4.258 -3.554 -2.416
C 3.214 -2.872 -3.306
C 1.817 -2.743 -2.629
C 1.426 -1.256 -2.570
C 0.423 -0.928 -1.450
S -0.854 0.254 -1.923
C -0.157 1.919 -2.267
C 1.362 2.075 -2.108
C 1.814 2.070 -0.656
C 1.912 3.487 -0.053
O 1.045 4.443 -0.610
C -1.983 0.411 -0.492
C -2.697 -0.893 -0.262
C -3.923 -1.107 -0.767
C -4.592 -2.249 -0.550
C -4.018 -3.212 0.208
C -2.789 -3.048 0.720
C -2.153 -1.894 0.481
H 4.199 0.040 2.070
H 4.686 0.016 0.302
H 3.622 -1.218 1.010
H 5.322 -2.290 2.299
H 6.342 -0.906 2.193
H 6.632 -3.179 0.697
H 7.414 -1.654 0.414
H 6.495 -2.455 -1.658
H 5.635 -1.026 -1.224
H 4.406 -3.561 -0.231
H 3.649 -2.150 -0.885
H 5.219 -3.555 -2.927
H 3.979 -4.596 -2.272
H 3.613 -1.889 -3.560
H 3.118 -3.408 -4.246
H 1.850 -3.176 -1.635
H 1.134 -3.252 -3.301
H 1.101 -0.879 -3.538
H 2.336 -0.699 -2.349
H -0.136 -1.838 -1.237
H 0.934 -0.666 -0.530
H -0.618 2.633 -1.589
H -0.482 2.213 -3.259
H 1.618 3.066 -2.484
H 1.927 1.395 -2.739
H 1.188 1.469 0.008
H 2.846 1.670 -0.645
H 1.637 3.367 1.003
H 2.951 3.870 -0.061
H 0.216 4.461 -0.120
H -1.474 0.859 0.404
H -2.731 1.138 -0.820
H -4.420 -0.348 -1.354
H -5.579 -2.430 -0.935
H -4.554 -4.124 0.418
H -2.341 -3.803 1.340
H -1.178 -1.742 0.922
C -3.794 2.855 2.112
O -4.929 2.456 1.348
C -5.649 1.315 1.848
C -6.897 1.777 2.569
O -6.587 2.471 3.774
C -6.687 3.869 3.640
H -3.500 3.851 1.754
H -4.024 2.920 3.176
H -2.962 2.168 1.974
H -5.016 0.634 2.515
H -5.945 0.722 0.974
H -7.482 0.896 2.851
H -7.522 2.404 1.918
H -7.742 4.174 3.600
H -6.168 4.229 2.748
H -6.227 4.323 4.518
O -0.563 1.569 2.056
H -0.758 2.353 1.533
K 4.224 2.094 1.862
Br -3.238 -0.158 3.152

(2)
79
Properties=species:S:1:pos:R:3 method="wB97M-V/def2-TZVPD" lumo_energy_ev=-10.767 e_homo_ev=-16.276 multiplicity=1 de_lowest_ev=0.078 total_charge=+3
La -1.062 0.901 -0.495
P 1.146 -1.373 1.094
P 0.977 -0.125 -2.590
P -2.234 0.144 2.123
H -4.095 1.093 -2.395
C -4.016 1.256 -1.312
C -2.912 2.207 -0.918
H -2.704 2.897 -1.765
C 0.679 -3.153 0.970
C 2.910 -1.529 0.588
C 1.463 -1.292 2.908
C 0.855 0.265 -4.378
C 2.820 -0.059 -2.456
C 0.726 -1.946 -2.671
C -3.912 0.612 2.678
C -1.324 0.892 3.532
C -2.270 -1.645 2.552
H -4.963 1.678 -0.926
H -3.188 2.721 0.000
H 1.469 -3.784 1.403
H 0.543 -3.419 -0.087
H -0.264 -3.335 1.502
H 3.458 -2.112 1.340
H 3.359 -0.531 0.516
H 2.992 -2.041 -0.379
H 2.324 -1.928 3.159
H 0.595 -1.632 3.485
H 1.710 -0.260 3.184
H 1.284 -0.549 -4.974
H 1.422 1.180 -4.584
H -0.201 0.417 -4.635
H 3.242 -1.071 -2.520
H 3.113 0.398 -1.504
H 3.220 0.542 -3.284
H 0.712 -2.267 -3.720
H -0.243 -2.192 -2.220
H 1.520 -2.480 -2.136
H -4.046 0.252 3.710
H -4.666 0.161 2.023
H -4.017 1.703 2.653
H -1.809 0.600 4.472
H -1.367 1.984 3.429
H -0.273 0.582 3.536
H -3.104 -1.836 3.241
H -1.334 -1.967 3.024
H -2.431 -2.234 1.638
C -3.566 -1.412 -1.487
C -4.150 -2.772 -1.362
C -3.486 -3.771 -2.238
C -3.030 -3.333 -3.456
C -2.719 -1.983 -3.649
C -2.809 -1.058 -2.598
S -4.477 -0.381 -0.466
H -4.221 -2.972 -0.273
H -5.188 -2.670 -1.770
H -3.544 -4.805 -1.909
H -2.916 -4.033 -4.299
H -2.354 -1.635 -4.625
H -2.438 -0.026 -2.744
C 0.722 3.867 1.492
P 1.268 2.465 0.442
C 1.655 3.339 -1.118
C 2.927 2.132 1.161
C 3.022 1.945 2.547
C 4.256 1.724 3.146
C 5.412 1.678 2.363
C 5.319 1.822 0.982
C 4.087 2.051 0.378
H -0.250 4.243 1.143
H 1.472 4.664 1.411
H 0.618 3.547 2.536
H 2.314 4.183 -0.880
H 2.149 2.671 -1.834
H 0.736 3.717 -1.591
H 2.132 1.996 3.172
H 4.320 1.593 4.222
H 6.378 1.533 2.831
H 6.211 1.759 0.362
H 4.047 2.197 -0.698